# 1
Entry from the OMol25 dataset: C65H58CaF3Ge2N2O4Sb as an isolated structure (ωB97M-V with the def2-TZVPD basis set).

Geometry (Å):
O (-0.9682, -3.8332, 2.3143)
H (0.2920, 1.7032, 0.3927)
C (4.5248, 1.9177, 3.6611)
H (4.8316, -0.1963, 0.4269)
H (3.3585, 1.2990, -3.0665)
C (-1.2534, 5.7180, -0.7323)
H (4.4661, 2.5310, 4.5542)
Ge (0.4629, 4.1365, 0.9466)
H (-1.6209, -7.5173, -2.1057)
C (-1.3982, -6.4594, -2.2012)
H (5.5489, 4.4876, -1.8778)
C (-2.1073, 6.7678, -1.0563)
C (3.1285, 0.3556, -2.5805)
C (0.3707, -5.5332, 1.2952)
C (-0.4327, 2.5206, 0.3202)
C (-2.2358, -5.5180, -1.6063)
H (1.4518, -5.4922, 1.1766)
C (-3.5700, -1.7899, -3.5807)
C (2.5338, -2.0915, -1.3733)
C (2.2422, -3.0545, 3.4429)
H (3.5553, 5.6194, -2.8122)
C (-5.2583, -5.2642, 1.8317)
H (1.3944, 5.5131, -1.6305)
H (-0.4367, -7.1458, 2.3223)
H (-3.9065, -1.0610, -5.5719)
H (0.8196, -4.3584, -3.6853)
H (-3.0654, 1.1866, -2.4967)
C (3.4777, 5.0660, -1.8822)
C (-1.0868, 6.5499, 1.5251)
C (4.5031, 3.7356, -0.1551)
C (-1.7733, 3.5430, -4.5849)
F (3.6486, -0.8010, -4.5450)
H (0.3622, -6.7776, -3.3944)
H (-1.7401, 2.5602, 2.1177)
C (3.8476, -4.8157, 3.4138)
C (3.5208, 0.4327, 2.0306)
C (0.9597, 2.6928, 4.9032)
C (-6.5640, -5.1981, 1.3568)
H (0.1095, 1.9478, 3.0899)
H (0.2856, -0.0159, -2.2392)
C (-0.8580, -3.7399, -2.4951)
C (2.1441, 4.2967, -0.0113)
C (-5.4956, 0.0678, -2.7903)
C (4.7346, 0.3800, 1.3412)
C (2.2589, 5.0021, -1.2132)
C (-0.7306, 5.6018, 0.5617)
C (-2.6988, 2.8659, -3.7988)
C (3.2817, 3.6730, 0.5133)
C (1.9152, 4.8998, 4.8175)
H (-7.3533, -5.7436, 1.8630)
Ca (-1.2324, -1.5922, 0.7264)
H (-2.0594, 4.4354, -5.1298)
H (-2.6036, 2.5981, 0.5693)
H (1.8074, 5.9054, 2.9271)
H (-0.6524, 2.6432, -0.7430)
H (-0.0481, -5.9848, 0.3961)
H (2.2933, -3.0487, -0.9282)
H (-0.6473, -2.6808, -2.6344)
H (-1.0048, 4.9813, -1.4949)
H (3.2213, 3.1440, 1.4590)
O (0.0985, -3.2788, 0.4592)
C (-4.1835, -0.9760, -4.5265)
H (-0.7010, 6.4685, 2.5377)
C (5.8397, 1.0819, 1.8079)
H (-7.8769, -4.3793, -0.1352)
C (2.7071, -2.5936, 2.2079)
H (-5.6265, 0.5760, -4.8742)
H (2.4912, 1.2747, 3.7369)
C (-0.1055, 1.8998, -3.9806)
H (0.6790, -6.3037, 3.1811)
H (-2.2163, 8.3291, 1.9547)
H (-3.2406, -4.6194, 1.5596)
C (2.4335, -0.9136, -0.6279)
C (-0.2906, -6.0428, -2.9342)
H (-3.7154, 3.2380, -3.7189)
H (-6.0934, -3.1277, -1.2864)
C (2.7218, 0.3080, -1.2536)
C (-1.7436, 2.1835, 1.0970)
C (2.9473, -2.0545, -2.7028)
H (4.1900, -2.9059, 0.6676)
H (-3.1189, 8.5246, -0.3408)
C (3.7782, -3.2641, 1.6076)
C (-0.4763, 3.0476, -4.6743)
H (-2.5045, 6.8517, -2.0624)
C (-2.4503, 7.7079, -0.0892)
C (-4.2514, -4.5590, 1.1824)
H (1.8780, 3.6709, 6.5838)
C (-3.9270, -1.6836, -2.2339)
C (3.4269, 1.2044, 3.1916)
C (2.8149, -4.1698, 4.0602)
Ge (-3.1468, -2.8414, -0.9137)
H (2.4905, -4.5149, 5.0375)
C (-5.8532, -3.7217, -0.4122)
H (-5.1367, -0.6209, -0.7937)
N (-0.0747, -6.2207, 2.5072)
H (-5.0275, -5.8602, 2.7094)
H (-6.2428, 0.7914, -2.4842)
C (4.3495, -4.3847, 2.2014)
C (-0.0270, -4.6832, -3.0880)
C (4.5987, 4.4309, -1.3561)
H (5.1846, -4.9104, 1.7481)
H (6.7934, 1.0507, 1.2910)
C (-1.9735, -4.1521, -1.7525)
H (0.9070, 1.5170, -4.0586)
C (1.6098, 3.7462, 5.5345)
C (0.6098, 2.7901, 3.5572)
H (1.4382, -2.5355, 3.9535)
C (0.8912, 3.9508, 2.8294)
H (-1.0080, -4.7000, 2.8265)
C (5.7086, 1.8349, 2.9587)
C (-1.0334, 1.2305, -3.1868)
H (2.6626, 1.2439, -0.7012)
C (-6.8587, -4.4302, 0.2358)
H (-3.1068, -5.8487, -1.0488)
H (2.4307, 5.7216, 5.3038)
N (-0.6928, 0.0569, -2.4789)
C (-2.3376, 1.7173, -3.1075)
C (-4.5357, -3.7896, 0.0493)
Sb (1.8587, -0.7723, 1.4308)
C (-1.8742, 0.6969, 1.1076)
C (-0.1474, -4.1221, 1.3161)
F (4.3823, -5.9020, 3.9838)
O (-2.3368, 0.0989, 0.0588)
H (0.2578, 3.5560, -5.2929)
O (-1.4082, 0.0060, 2.0878)
C (-1.9439, 7.5978, 1.2004)
F (6.7706, 2.5147, 3.4048)
H (-1.3142, -0.0505, -1.6942)
C (1.5562, 5.0006, 3.4770)
H (5.3761, 3.2469, 0.2669)
H (-2.8249, -2.5102, -3.8986)
H (0.7207, 1.7910, 5.4579)
C (-5.1474, -0.0541, -4.1329)
C (-4.8786, -0.7348, -1.8413)
H (3.0574, -2.9572, -3.2927)
C (3.2413, -0.8335, -3.2735)

Properties
Molar mass ... 1295.2 Da
HOMO level (alpha / beta) ... -9.868 / -9.867 eV
2S+1 ... 2
E_tot ... -8293.38288 hartree
Net charge ... +1

# 2
Entry from the OMol25 dataset: C65H63ClN2O2P2Pd as an isolated structure (ωB97M-V with the def2-TZVPD basis set).

Geometry (Å):
H (2.2092, -3.2974, -2.4265)
C (-1.6519, 3.2461, 0.5432)
C (4.2470, -3.5154, 1.7174)
C (-1.7444, 3.6373, 5.0127)
H (-2.3367, -1.1891, -2.8861)
C (-2.5188, -0.7087, 9.1124)
C (1.8083, 1.8714, -3.7154)
H (-0.6556, 1.8376, 5.4667)
H (-0.2173, -4.9490, -2.7673)
H (-0.6076, 7.1136, -0.7754)
C (2.0068, -3.9637, -1.5861)
H (4.5835, 0.0360, -0.0494)
C (-0.9573, 1.1682, -3.9448)
C (-1.5881, -4.6824, -4.4162)
C (-3.0487, -1.6277, 2.2645)
C (1.1043, -0.7466, -4.8258)
C (3.5808, -0.1061, 0.3879)
C (2.8467, -5.0460, -1.3265)
H (2.9019, 1.4811, -0.8303)
C (-2.0383, 6.1946, 3.7800)
H (1.8290, 5.2753, -4.0395)
C (-1.1846, -3.0198, -2.6975)
H (5.1524, 2.5629, -3.5424)
C (0.8707, -3.7473, -0.7870)
C (-3.0523, 0.4468, 8.2982)
C (2.5858, 0.7124, -0.1165)
H (-3.9816, 0.1623, 7.7874)
C (2.5811, -2.4517, 3.1543)
C (4.2169, -5.8369, 3.3845)
C (-1.1280, 4.3633, -0.1723)
C (-1.6639, -1.6688, 2.4677)
H (1.9406, -2.4812, 4.0367)
H (-4.6745, -1.9785, 0.8762)
Cl (-4.4440, 6.6602, 4.9059)
C (-2.5016, 1.9112, 6.6104)
H (3.2263, -6.7622, -0.0636)
P (0.6639, 0.4789, -3.5536)
C (1.1840, 0.7568, 0.2595)
H (-1.6588, 1.0559, -1.8940)
H (2.2198, -3.2787, -7.5724)
C (-2.7602, -2.3124, -0.0373)
Pd (0.5204, -0.3001, -1.4663)
H (0.1442, 3.5638, 3.9405)
H (-3.5319, -1.9280, -4.9283)
C (0.4198, 2.0167, 0.1563)
H (-0.1208, 5.8018, 2.8815)
H (-0.2917, -4.4886, 0.8905)
C (2.7645, -2.2646, -5.7438)
H (4.8758, -4.3649, 1.4544)
C (2.5766, -5.9054, -0.2555)
C (-3.5967, -1.9755, 1.0273)
H (-0.7760, -0.6854, -5.9057)
H (-0.0556, -2.2746, -7.6499)
H (-2.6709, 3.2835, 0.9345)
C (2.5024, -4.7711, 4.7923)
H (1.9224, -0.4993, 2.5657)
N (3.3751, -4.6867, 3.6478)
C (-2.1332, -2.1783, -3.3064)
C (0.6288, -2.0156, -6.8420)
C (-0.9337, -4.2850, -3.2534)
H (-2.1372, -1.5183, 8.4789)
H (-3.1681, -2.5877, -1.0078)
H (-3.6871, 4.1039, 5.8981)
H (3.7165, -5.2228, -1.9607)
H (2.7154, -3.9434, 5.4883)
H (-3.2661, 1.2946, 8.9605)
O (-3.6195, 2.3820, 6.8715)
C (-0.8877, 2.0962, 0.6899)
H (0.6448, 5.1628, -1.1505)
H (4.1546, -6.5094, 4.2441)
H (-2.2119, 7.1672, -1.5671)
H (1.2723, -6.3245, 1.4164)
H (3.5794, 0.6574, -3.4355)
C (-1.5621, 2.4001, 5.6233)
H (3.0112, -1.1893, -3.8911)
C (3.4307, -1.2671, 1.2021)
C (-0.8205, -1.9937, 1.4042)
C (0.2267, -1.1116, -5.8619)
C (-2.7948, -2.5869, -4.4620)
C (0.2125, 4.3101, -0.6264)
H (-1.7098, -0.3769, 9.7780)
H (3.8892, -6.3722, 2.4785)
C (2.3551, -1.3854, -4.7413)
P (-0.2487, -2.4163, -1.2677)
C (1.9017, -2.5895, -6.7931)
C (-3.0407, 5.7060, 4.6325)
H (0.2591, 3.3658, -3.9804)
H (-3.3151, -1.1165, 9.7449)
C (-1.3774, 6.5125, -1.2926)
C (-3.4520, 2.2791, -4.5255)
H (-1.2380, -1.4522, 3.4514)
C (-2.5145, -3.8319, -5.0267)
C (2.2136, 4.2612, -3.9096)
C (-1.8975, 1.3590, -2.9214)
C (1.3281, 3.1840, -3.8802)
H (-1.2880, 1.2155, 1.2030)
C (-0.8967, 5.4147, 3.5432)
H (-3.8654, 2.0623, -2.4111)
H (-0.5107, 1.4615, -6.0439)
C (-1.3692, -2.2836, 0.1420)
C (3.5892, 4.0459, -3.7688)
C (1.4698, -5.6749, 0.5625)
H (-3.7067, -1.3338, 3.0818)
C (-1.2552, 1.5792, -5.2553)
C (0.6035, -4.6198, 0.2848)
H (-0.9310, 6.1064, -2.2123)
H (-1.3678, -5.6573, -4.8440)
O (-2.0666, 0.8213, 7.3163)
H (-2.7374, 2.3936, -6.5689)
N (-1.8895, 5.4600, -0.4433)
H (-2.9863, 6.2170, 1.2081)
C (0.9772, 3.1739, -0.4384)
C (-2.9140, 4.4637, 5.2368)
C (-3.1414, 1.9181, -3.2145)
H (-4.4317, 2.6905, -4.7625)
H (-3.0166, -4.1489, -5.9384)
H (0.2672, -1.9870, 1.5373)
H (2.6892, -5.7203, 5.3072)
H (-3.7378, 4.8390, 0.3702)
H (1.4365, -4.7235, 4.5175)
H (-3.6961, 6.4366, -0.4163)
H (0.8001, 0.0407, 0.9854)
C (-2.5104, 2.1135, -5.5438)
C (4.0775, 2.7425, -3.6258)
H (4.2827, 4.8910, -3.7825)
C (-3.1421, 5.7445, 0.2258)
C (2.5564, -1.3501, 2.3164)
H (3.7633, -2.6992, -5.7064)
H (-2.1698, 7.1678, 3.3120)
C (3.1910, 1.6637, -3.5814)
H (2.0081, 3.1849, -0.7808)
C (-0.7523, 4.1717, 4.1335)
C (4.2289, -2.4060, 0.9013)
H (4.8452, -2.3942, -0.0012)
H (5.2683, -5.5378, 3.2548)
C (3.4026, -3.5743, 2.8589)

Properties
Molar mass ... 1108.1 Da
HOMO level ... -4.569 eV
E_tot ... -4045.37666 hartree
Net charge ... 0

# 3
Entry from the OMol25 dataset: C65H67BBr2N4O36P as an isolated structure (ωB97M-V with the def2-TZVPD basis set).

Geometry (Å):
C (4.0636, -3.7027, -0.0449)
C (-0.2443, -1.9223, 5.3821)
O (-3.7761, -2.0304, -16.0147)
C (2.2955, 5.7693, 6.2047)
C (-5.8908, -2.5531, 7.8318)
C (-5.9028, -7.2422, 10.5844)
H (0.8168, -1.7598, -13.1912)
C (-0.4066, 6.9021, 3.8068)
H (3.7128, 7.2289, 5.5876)
C (-1.6420, -4.3451, -14.3662)
H (-0.5058, 3.4092, 4.2151)
H (3.9602, -1.1397, -11.4623)
H (-2.0350, 5.5128, 5.0135)
H (3.3137, 1.1941, 0.8291)
C (3.5742, -5.1200, 0.0221)
O (0.1323, -1.4934, 4.1713)
H (-0.0683, 0.7835, 0.1439)
H (-4.1522, 4.5312, 7.6274)
O (3.4676, 2.1559, -9.4182)
C (0.7249, -2.8087, 6.1010)
H (2.5166, 8.4246, 4.0028)
H (1.1929, 7.5136, 2.4201)
H (3.4144, 5.9613, 4.3777)
H (-2.5875, 4.1301, 6.9639)
H (2.4451, -6.5440, 1.2237)
O (4.9397, 0.6636, -11.0907)
H (6.1370, 4.2112, -5.4320)
N (-2.1128, 1.1788, 2.9601)
O (-5.9984, -11.3566, 11.2471)
H (5.9974, 2.8388, -1.2262)
O (3.4039, -1.6899, -12.0469)
B (-3.4962, 3.7698, 1.4240)
H (-2.0424, -2.9601, 9.3592)
C (-0.7979, -2.9363, 7.9840)
C (4.8664, 4.4892, -4.1111)
H (1.0943, -3.9045, 7.9470)
C (4.1974, 3.9487, -1.4032)
C (-0.7681, -1.9733, -14.1452)
C (-1.4660, 2.9989, 4.5484)
C (6.2680, -4.0951, -12.0483)
H (-6.9795, -7.0392, 12.4033)
O (7.4946, 3.8288, -7.7104)
O (5.9059, -1.9988, -11.0443)
H (-2.1373, 1.0497, 5.1034)
C (-1.7805, -2.0703, 7.2526)
C (3.7619, -2.8095, 0.9069)
H (1.9261, 6.3644, 7.0426)
C (-2.6799, -3.8671, -15.0637)
C (5.4896, -2.8968, -11.7512)
O (3.7741, 3.7787, -0.1469)
C (5.4238, 3.0511, -8.5040)
C (1.9376, 7.6056, 4.4417)
H (1.4738, 5.9210, 3.1765)
C (-6.6719, -3.9337, 5.9303)
O (1.0732, 4.1940, 0.8769)
H (-0.5104, 1.0847, 4.4025)
O (3.8641, -5.8789, -0.8807)
C (-5.2726, -8.1727, 9.5911)
C (7.0117, 1.4792, -10.3372)
H (7.5475, 0.8709, -11.0520)
N (-2.4689, 3.4039, 2.4030)
O (4.0115, -5.8089, -14.1915)
C (-6.5879, -9.1317, 11.9408)
H (-5.9118, 3.4256, 1.3011)
C (-1.2131, 5.7696, 3.1228)
H (7.2488, -4.1746, -11.6010)
Br (-5.8925, 2.7379, 6.5607)
H (1.5345, 5.0927, 5.7971)
C (2.7761, -5.5163, 1.1758)
C (5.5585, 1.3927, -10.3384)
N (-0.8161, 2.1760, 1.3081)
O (-5.8128, -5.9439, 10.3053)
C (-2.3736, 5.2520, 4.0107)
C (-2.6634, 3.7352, 3.8515)
Br (-5.0683, 1.8749, 3.6467)
O (4.8072, -3.3887, -1.0995)
C (2.4792, -4.6241, 2.1287)
C (2.9444, -3.2012, 2.0438)
H (-1.0206, 3.0977, -1.6610)
C (4.7961, 2.2464, -9.3684)
H (-0.5104, 4.9733, 2.8701)
O (-4.7444, -7.6993, 8.5993)
C (4.4068, -4.9209, -13.4607)
C (-3.5992, 4.4331, 6.6922)
C (0.3764, -3.2799, 7.4343)
C (3.7157, 5.0050, -3.6543)
O (-2.8415, -1.7905, 7.7741)
C (-1.8038, -1.4960, -14.8452)
C (-5.3202, -9.6022, 9.8610)
C (-6.0328, -3.7581, 7.2728)
C (5.7675, -5.0463, -12.8457)
H (-5.3154, -5.8831, 9.4588)
H (2.1955, 0.2446, -0.1952)
H (1.0232, -1.8780, 4.0031)
O (0.1828, -1.1765, -13.6535)
H (3.0672, 5.6084, -4.2738)
H (4.1060, -1.7854, 0.8679)
H (-1.5278, -5.3974, -14.1475)
H (-5.8280, -5.6091, 7.2613)
O (-6.7581, -5.0532, 5.4651)
H (-1.9253, -0.4420, -15.0512)
C (-7.1602, -2.7429, 5.2422)
N (-0.1044, 0.9485, 1.1485)
H (5.8635, -6.6729, -13.7310)
O (6.7749, 3.1930, -3.7065)
O (-3.9254, 5.0760, 1.2474)
H (-4.2679, -4.0676, -15.9991)
H (-3.3241, 5.5068, 0.6209)
H (-1.6313, 6.1303, 2.1779)
O (0.3592, -3.8167, -13.2447)
O (-3.6428, -4.6570, -15.5330)
C (-3.9301, 3.1895, 4.5211)
O (5.2840, 4.6884, -5.3547)
H (-7.2155, 0.3112, 5.8112)
O (-6.2319, -0.2381, 7.5844)
H (3.0877, 5.1284, 6.6107)
H (-4.8478, -10.2612, 9.1463)
H (-3.2752, 5.8530, 3.8525)
C (-5.9329, -10.0594, 10.9604)
C (-7.0146, -1.5360, 5.8007)
H (1.3245, 8.0367, 5.2390)
O (6.4446, -6.1556, -13.1394)
H (4.8892, 3.6725, -7.7985)
C (5.3433, 3.4291, -1.8528)
C (1.0667, 6.9270, 3.3373)
C (-6.3564, -1.3619, 7.1371)
H (-5.8743, 1.9540, 0.3548)
C (-1.7855, 2.2464, 2.1750)
C (-0.6142, -3.4404, -13.8715)
O (-0.1430, 3.0754, -1.2448)
C (3.2995, 4.7629, -2.2837)
H (2.1411, 1.9908, -0.1873)
O (8.9642, 2.4000, -9.4399)
H (-3.6161, 5.4341, 6.2596)
C (-1.5301, 1.4736, 4.3005)
O (2.2568, 5.1931, -1.8139)
C (4.1144, -2.7848, -12.3480)
H (-0.9060, 7.8423, 3.5559)
P (-0.3309, 3.5755, 0.2931)
C (1.2839, 1.0680, 1.6143)
O (-7.4434, -0.4208, 5.2046)
H (1.0119, 5.1617, 0.7916)
H (9.1623, 3.0424, -8.7313)
H (1.4250, 1.9589, 2.2350)
O (-1.1568, -3.3399, 9.1983)
H (4.8743, -4.2063, -1.6326)
C (3.6194, -3.7356, -13.1462)
C (-2.8213, -2.4040, -15.3612)
H (2.9215, 4.2576, -0.0976)
O (-7.1449, -9.6070, 12.9114)
H (3.2702, 1.5100, -10.1239)
H (-1.4880, 3.1257, 5.6290)
C (6.8772, 3.1215, -8.4868)
C (7.6378, 2.2888, -9.4736)
O (-4.0271, 2.8046, 0.6074)
H (1.6925, -4.1360, 3.7449)
C (2.9351, 6.6338, 5.0965)
H (-7.6321, -2.8818, 4.2796)
H (-5.4269, -2.4179, 8.7981)
H (-6.4926, -11.4193, 12.0884)
C (2.2918, 1.1200, 0.4573)
C (-4.3202, 3.4980, 5.7482)
O (1.7632, -3.0868, 5.5310)
C (-1.4157, -1.5833, 5.9265)
H (2.6329, -3.6619, -13.5796)
H (-1.7401, 0.3159, 2.5690)
C (-6.5193, -7.6993, 11.6816)
C (-5.4572, 2.9579, 0.4239)
H (-2.1267, -0.9466, 5.4188)
O (2.6233, -2.4260, 2.9303)
H (-5.7008, 3.5927, -0.4289)
H (1.5706, 0.2120, 2.2331)
H (-0.3885, 6.7704, 4.8926)
O (1.7591, -4.9480, 3.2022)
C (5.7542, 3.6508, -3.2374)
O (-5.6115, -4.8756, 7.8737)

Properties
Molar mass ... 1681.8 Da
HOMO level ... -10.455 eV
E_tot ... -10958.80748 hartree
Net charge ... +1